1:
{"formula": "C5H12NO", "method": "ωB97M-V/def2-TZVPD", "lumo_ev": 4.384, "orbital_gap_ev": 6.65, "charge": -1, "homo_energy_ev": -2.3, "species": ["C", "C", "C", "C", "O", "N", "C", "H", "H", "H", "H", "H", "H", "H", "H", "H", "H", "H", "H"], "positions_angstrom": [[-2.034, -0.461, -1.072], [-1.208, -0.144, 0.155], [0.241, -0.599, 0.025], [0.951, 0.165, -1.149], [0.525, 1.419, -1.369], [0.925, -0.515, 1.324], [1.277, 0.881, 1.652], [-3.086, -0.303, -0.830], [-1.681, 0.176, -1.880], [-1.914, -1.502, -1.389], [-1.318, 0.916, 0.358], [-1.614, -0.695, 1.018], [0.197, -1.643, -0.309], [2.050, 0.117, -0.891], [0.859, -0.488, -2.032], [1.824, -0.975, 1.164], [1.855, 1.356, 0.856], [1.797, 0.862, 2.607], [0.353, 1.434, 1.762]]}



2:
{"formula": "C5H12NO", "method": "ωB97M-V/def2-TZVPD", "lumo_ev": 3.961, "orbital_gap_ev": 6.53, "charge": -1, "homo_energy_ev": -2.6, "species": ["C", "C", "C", "C", "N", "C", "O", "H", "H", "H", "H", "H", "H", "H", "H", "H", "H", "H", "H"], "positions_angstrom": [[-1.954, 0.495, 0.434], [-0.728, -0.466, 0.398], [0.281, -0.216, -0.733], [-0.087, 1.113, -1.557], [1.575, -0.154, -0.232], [1.854, -1.047, 1.096], [1.706, -0.376, 2.275], [-2.384, 0.609, -0.520], [-2.834, -0.019, 1.013], [-1.889, 1.590, 0.684], [-0.358, -0.232, 1.404], [-1.109, -1.480, 0.238], [0.387, -1.073, -1.412], [0.178, 1.933, -0.899], [-1.118, 0.992, -1.967], [0.526, 1.175, -2.457], [1.843, 0.647, 0.291], [2.839, -1.537, 0.940], [1.276, -1.953, 1.004]]}



Going by the energies, 1 is most stable and the next is 1.257 eV up.



1:
{"formula": "C5H12NO", "method": "ωB97M-V/def2-TZVPD", "lumo_ev": 4.280, "orbital_gap_ev": 7.08, "charge": -1, "homo_energy_ev": -2.8, "species": ["C", "C", "C", "N", "H", "H", "H", "H", "H", "H", "H", "C", "O", "C", "H", "H", "H", "H", "H"], "positions_angstrom": [[-1.110, -0.506, -1.964], [0.003, -1.265, -1.292], [1.131, -1.548, -1.994], [-0.284, -1.616, -0.008], [-1.480, 0.300, -1.327], [-1.955, -1.172, -2.156], [-0.817, -0.087, -2.931], [1.959, -2.078, -1.530], [1.249, -1.224, -3.016], [-0.720, -0.608, 0.680], [0.495, -2.130, 0.387], [-0.112, 1.345, 1.211], [-1.060, 0.366, 1.293], [0.541, 1.648, 2.569], [-0.524, 2.305, 0.839], [0.691, 1.095, 0.494], [1.105, 0.789, 2.927], [-0.265, 1.826, 3.286], [1.153, 2.559, 2.533]]}



2:
{"formula": "C5H12NO", "method": "ωB97M-V/def2-TZVPD", "lumo_ev": 3.775, "orbital_gap_ev": 6.27, "charge": -1, "homo_energy_ev": -2.5, "species": ["C", "C", "C", "N", "C", "C", "O", "H", "H", "H", "H", "H", "H", "H", "H", "H", "H", "H", "H"], "positions_angstrom": [[1.982, 1.924, 0.995], [1.158, 1.381, -0.171], [0.293, 0.168, 0.202], [-1.004, 0.234, -0.450], [-1.868, -0.890, -0.082], [-1.312, -2.238, -0.681], [-0.864, -2.049, -1.921], [1.458, 2.656, 1.604], [2.888, 2.420, 0.622], [2.377, 1.120, 1.595], [1.905, 0.966, -0.843], [0.553, 2.131, -0.684], [0.826, -0.767, -0.033], [0.085, 0.060, 1.273], [-0.872, 0.037, -1.441], [-2.018, -0.883, 1.003], [-2.868, -0.736, -0.502], [-2.181, -2.940, -0.536], [-0.536, -2.595, 0.051]]}



Going by the energies, 1 is most stable and the next is 0.557 eV up.



1:
{"formula": "C3H3NS3", "method": "ωB97M-V/def2-TZVPD", "lumo_ev": -1.071, "orbital_gap_ev": 7.58, "charge": 0, "homo_energy_ev": -8.7, "species": ["S", "C", "N", "C", "S", "C", "S", "H", "H", "H"], "positions_angstrom": [[-2.642, -0.763, 0.097], [-1.066, -0.937, -0.166], [-0.019, 0.002, -0.011], [-0.173, 1.381, 0.247], [-1.416, 2.319, -0.129], [1.273, -0.515, -0.086], [2.682, 0.277, 0.015], [-0.622, -1.910, -0.456], [0.724, 1.753, 0.725], [1.260, -1.608, -0.236]]}



2:
{"formula": "C3H3NS3", "method": "ωB97M-V/def2-TZVPD", "lumo_ev": [-1.680, -1.290], "orbital_gap_ev": [7.08, 7.58], "charge": 0, "homo_energy_ev": [-8.8, -8.9], "species": ["C", "C", "C", "N", "S", "S", "S", "H", "H", "H"], "positions_angstrom": [[-0.961, 0.099, 0.058], [-1.399, 1.328, 0.321], [0.935, 1.149, -0.104], [0.380, -0.016, -0.179], [-0.142, 2.492, 0.022], [4.114, -0.717, 0.463], [3.791, 1.065, -0.360], [-1.617, -0.717, 0.256], [-2.465, 1.447, 0.369], [3.124, -1.265, -0.291]]}



Going by the energies, 1 is most stable and the next is 1.915 eV up.